Density functional theory data (ωB97M-V/def2-TZVPD) for a 10-piece molecular cluster, C5H27O9S2 overall in a non-equilibrium geometry.

The geometry in XYZ format:
```
43
Properties=species:S:1:pos:R:3:forces:R:3
C 0.220938 1.855159 -1.812240 1.1 2.4 1.1
C 1.570907 1.461097 -1.160119 -2.2 -3.0 -2.6
O 2.131692 0.536438 -1.754775 1.0 1.9 0.8
C -1.057817 1.760503 -0.965299 -0.6 -0.4 1.6
S -1.707482 3.327786 -0.202726 0.6 -0.3 0.0
S 0.663049 0.749466 1.573422 -0.4 -1.0 0.8
C 1.208903 -0.281635 3.016959 0.5 0.5 -1.2
C 0.210882 -1.163754 3.694987 -2.6 -0.5 1.8
H 0.357420 2.957461 -2.014571 -0.3 -0.8 -0.2
H 0.144398 1.331476 -2.761539 0.0 -0.2 0.1
H 1.806217 1.703378 -0.143466 0.8 0.7 0.4
H -1.003839 3.254279 0.966628 -0.3 -0.1 -0.5
H -1.838252 1.386889 -1.615448 -0.3 0.1 -0.1
H -1.090643 1.068364 -0.060908 0.6 0.9 -1.6
H 1.909410 -0.946504 2.567613 0.9 -0.4 -0.2
H 1.779280 0.351221 3.715474 -0.3 -0.3 0.0
H -0.009058 -0.718220 4.710703 0.5 -1.0 -0.5
H -0.845066 -1.212541 3.320260 0.9 0.6 -0.6
H 0.424734 -2.270205 3.729135 0.5 1.2 0.4
H 2.084345 -1.384894 -2.776642 -0.8 0.0 -1.0
H 2.437639 -0.812230 -4.140151 0.0 0.2 -0.1
O 1.869096 -1.471044 -3.739661 0.4 -0.3 0.8
H 1.541621 -0.973068 -0.123935 -0.5 0.6 0.5
H 2.746671 -1.428736 -0.868259 -0.1 0.0 0.1
O 1.847759 -1.708706 -0.658345 0.4 -1.2 -0.1
H -0.196019 -3.815461 -0.764069 -0.6 0.4 1.1
H -1.883525 -3.863890 -1.072392 0.3 0.3 1.5
O -0.967653 -3.951181 -1.306664 0.4 -0.6 -2.6
H -0.636257 -0.922864 -4.733686 0.3 -0.3 0.3
H -1.481895 -1.897182 -3.865224 0.4 -0.1 -0.1
O -1.471344 -1.027935 -4.271601 -0.6 0.4 -0.1
H -3.895224 -2.263970 -1.040530 -0.6 0.1 0.0
H -3.169259 -1.419536 -0.067733 -1.6 -0.1 -0.3
O -4.127445 -1.674433 -0.309959 1.6 -0.1 0.2
H -1.156213 -1.699487 -1.039674 0.6 -0.2 0.0
H -0.937734 -0.925346 0.336021 0.7 0.1 0.1
O -1.560265 -1.163831 -0.359605 -0.7 0.1 0.2
H 1.830551 3.474776 2.099641 -0.1 0.2 -0.5
H 1.346633 3.167030 0.698428 0.8 1.8 1.3
O 1.782956 3.913211 1.230517 -0.7 -1.7 -0.7
H -0.916515 1.789609 3.861473 0.2 0.7 -0.2
H 0.464848 2.285514 4.094880 0.3 0.1 -0.2
O -0.428443 2.622995 4.013082 -0.6 -0.6 0.5
```
Positions in Å, forces in eV/Å.

Properties
**HOMO level**: -4.7 eV
**2S+1**: 1
**Total charge**: -1

---

Density functional theory data (ωB97M-V/def2-TZVPD) for a 8-piece molecular cluster, C5H28N2O7 overall in a non-equilibrium geometry.

The geometry in XYZ format:
```
42
Properties=species:S:1:pos:R:3:forces:R:3
C -2.085465 2.539377 1.469418 -1.2 1.5 1.6
C -0.714053 1.926342 1.370587 2.3 0.7 2.7
N -0.637910 0.563294 0.906653 0.9 -0.2 -0.1
C 0.076537 -0.328703 1.929674 -0.4 1.9 -2.2
C -0.379218 0.564153 -0.580481 0.5 1.7 0.9
C -1.393541 -0.318988 -1.229027 0.6 0.3 -2.4
N -0.934248 -1.705986 -1.141473 0.1 -0.7 1.5
H -2.634747 2.212697 2.418906 0.7 -0.1 -1.3
H -2.781753 2.376579 0.638391 0.5 0.0 -0.1
H -2.038091 3.653935 1.663336 0.2 -1.1 -0.6
H 0.171047 2.588016 1.117510 -1.2 -0.3 -1.7
H -0.240378 1.953497 2.388601 -1.3 -0.6 0.2
H 0.844917 0.240409 2.436367 0.8 0.1 -0.2
H -0.646723 -0.468012 2.713964 -0.4 -1.0 0.1
H 0.464958 -1.177574 1.371795 -0.1 -0.2 0.7
H 0.654592 0.568322 -1.006340 -0.5 -1.4 1.0
H -0.508473 1.627634 -0.846218 -1.0 -0.4 -0.1
H -1.336700 -0.124315 -2.309508 -0.3 0.3 0.1
H -2.387739 0.016538 -0.912501 0.0 -0.8 0.2
H -0.688092 -1.949788 -0.181079 0.2 0.2 -0.3
H -1.479363 -2.502506 -1.463056 -0.6 0.7 -0.3
O 2.830731 2.754477 0.127423 0.0 -1.2 -0.1
H 2.751264 2.007249 -0.495395 -0.2 0.5 -0.5
H 3.134245 2.221119 0.875323 0.1 0.6 0.4
O -0.723218 -3.171430 1.668480 -0.1 -0.4 -0.4
H -1.514732 -2.748342 1.288419 0.1 -0.2 1.0
H -0.731109 -3.095694 2.631332 -0.5 0.2 -0.4
O 2.185095 -2.886873 0.234769 0.2 0.3 0.1
H 1.832819 -3.619531 -0.277449 0.0 0.0 0.0
H 2.206013 -3.187918 1.148191 -0.1 -0.1 -0.1
O -3.118983 -0.711541 1.496968 -0.1 -0.9 -0.4
H -2.351269 -0.302230 1.039304 -0.2 0.5 0.7
H -3.510453 -0.087970 2.109424 0.2 0.3 -0.1
O 0.276497 3.851597 -1.802952 0.9 -0.1 0.4
H 1.077242 3.612246 -2.289886 -0.3 0.0 -0.5
H 0.701890 3.972224 -0.939058 -0.5 0.1 0.2
O 1.178885 -2.206699 -2.700591 -1.0 0.4 0.7
H 1.061655 -3.163800 -2.732698 0.0 0.2 -0.1
H 0.411589 -1.854773 -2.064237 1.2 -1.0 -1.0
O 2.416970 -0.085227 -1.614604 0.9 -0.8 0.7
H 2.583089 -0.601750 -0.795533 -0.2 0.5 -0.4
H 2.378778 -0.848512 -2.225556 -0.3 0.3 -0.3
```
Positions in Å, forces in eV/Å.

Properties
**HOMO level**: -8.7 eV
**Structure (SMILES)**: CCN(C)CCN.O.O.O.O.O.O.O
**2S+1**: 1

---

Density functional theory data (ωB97M-V/def2-TZVPD) for a 8-piece molecular cluster, C5H28N2O8 overall in a non-equilibrium geometry.

The geometry in XYZ format:
```
43
Properties=species:S:1:pos:R:3:forces:R:3
C -0.390923 -0.803782 2.434827 1.1 -1.2 0.6
N -0.414171 -0.902381 0.988684 0.3 1.0 0.1
C 0.792504 -0.440062 0.310635 -0.1 -0.2 -0.4
C 0.842279 -1.129307 -1.064152 1.4 -0.4 0.8
C 1.274333 -2.586031 -0.785377 -1.6 0.0 -0.5
O 0.837394 -3.484638 -1.821870 0.5 0.0 0.1
N 1.785414 -0.401654 -1.863836 -0.5 0.7 -0.4
C 2.006314 -0.778903 -3.237373 0.0 -0.8 0.7
H -1.407115 -0.875988 2.816420 0.1 0.2 0.3
H 0.216302 -0.034209 2.922298 -0.7 0.9 -0.5
H 0.191057 -1.661646 2.810746 -0.6 -0.4 -0.1
H -1.216088 -0.432379 0.591273 -0.2 0.0 -0.1
H 1.686884 -0.680290 0.898415 -0.2 -0.4 0.0
H 0.931680 0.648709 0.169762 -0.6 0.0 0.1
H -0.147620 -1.156633 -1.518641 -0.1 0.2 -0.1
H 2.344335 -2.638870 -0.579289 0.0 -0.1 0.0
H 0.658537 -2.905731 0.053060 0.4 -0.1 0.4
H 1.459976 -3.446347 -2.552642 0.0 0.0 0.0
H 2.557393 -0.041331 -1.336038 0.4 -0.2 -0.1
H 1.060254 -0.747979 -3.761128 -0.2 0.7 -0.4
H 2.264088 -1.844915 -3.383874 0.6 0.2 0.1
H 2.790540 -0.143127 -3.638797 -0.2 -0.1 -0.4
O 4.088618 0.951587 1.131512 -0.2 -0.6 -0.3
H 3.624023 1.333922 1.882773 0.3 0.5 -0.1
H 4.594212 1.619537 0.660761 -0.2 0.3 0.4
O -0.559745 2.410398 2.405912 -0.7 0.2 -0.2
H -0.957069 2.106667 1.571891 0.4 0.0 0.3
H -1.090548 3.213424 2.501639 0.2 0.1 0.3
O -4.138434 -1.184284 0.871989 -0.2 0.1 -0.1
H -3.855676 -2.097789 0.764597 0.1 0.1 0.1
H -3.519121 -0.769020 1.479135 0.1 -0.2 0.0
O 2.208333 3.343962 2.536485 0.0 -0.3 -0.3
H 1.352507 3.290083 2.977162 0.0 0.0 0.2
H 1.997465 2.847240 1.735133 0.1 0.2 -0.1
O -1.138534 2.742870 -0.339253 -0.4 0.2 0.1
H -0.364243 3.225297 -0.645071 0.2 -0.4 0.0
H -0.922228 1.808252 -0.225993 0.3 0.2 -0.7
O -2.493271 -0.910235 -2.025920 0.3 0.4 -0.5
H -2.966427 -0.175185 -1.593669 0.1 -0.6 0.2
H -2.796161 -1.759066 -1.702384 -0.3 0.2 0.2
O -3.433147 1.265735 -0.504391 -1.0 0.0 -0.3
H -3.638072 1.991199 -1.111130 0.4 0.1 0.2
H -4.310591 0.865530 -0.369503 0.4 -0.1 0.3
```
Positions in Å, forces in eV/Å.

Properties
**HOMO level**: -8.0 eV
**Structure (SMILES)**: CNC[C@H](CO)NC.O.O.O.O.O.O.O
**2S+1**: 1

---

Density functional theory data (ωB97M-V/def2-TZVPD) for a 7-piece molecular cluster, C5H28N3O6 overall in a non-equilibrium geometry.

The geometry in XYZ format:
```
42
Properties=species:S:1:pos:R:3:forces:R:3
N 0.862451 -1.292580 -1.150059 1.7 2.8 2.8
C 0.098693 -1.256036 0.296851 1.1 3.4 -2.9
C 0.844161 -0.164797 1.091295 2.7 0.0 -0.8
C 1.780309 -0.714782 2.260948 -2.4 0.8 1.8
N 0.967331 -0.761945 3.626164 2.5 0.5 -1.8
C -1.384970 -0.944670 0.105818 -3.6 -0.8 0.6
N -2.080272 -0.827500 1.452575 1.1 1.0 -2.1
C -2.128120 -1.933107 2.336356 -0.2 -0.6 1.0
H 0.491218 -1.906153 -1.762112 -1.7 -3.3 -2.2
H 0.819615 -0.431337 -1.727330 0.0 0.3 0.7
H 1.895819 -1.517685 -0.998524 -1.3 0.2 -0.1
H 0.446814 -2.156972 0.624205 -0.2 -2.8 1.2
H 1.684057 0.321025 0.330981 -2.7 -0.4 1.8
H 0.033635 0.472935 1.508061 1.2 0.2 -0.4
H 2.175940 -1.728342 2.124441 -0.1 0.3 -0.4
H 2.604650 0.004939 2.435927 -0.4 -0.6 -0.2
H 1.149873 0.158538 4.023163 -0.3 -0.3 0.2
H -0.007376 -0.806057 3.422487 -0.8 0.0 -0.2
H -2.007727 -1.694104 -0.563508 1.7 1.0 1.0
H -1.658955 0.065417 -0.276377 1.2 -0.7 -0.4
H -2.912078 -0.245737 1.402875 0.3 -0.4 -0.1
H -2.877284 -2.750988 2.159173 0.1 0.9 0.0
H -1.166182 -2.455955 2.200916 -0.2 0.2 0.9
H -2.277164 -1.435222 3.345797 0.3 -1.5 -0.8
H -2.901059 1.873500 -2.073262 0.0 0.2 0.8
H -4.243436 2.420473 -1.839948 -0.8 0.4 0.3
O -3.443296 2.264883 -1.344803 0.9 -0.9 -1.3
H 1.920020 1.925947 -2.538924 0.0 -1.4 -1.0
H 2.419430 0.974665 -3.794220 -0.4 0.5 1.1
O 1.853541 1.033980 -2.990751 0.9 0.6 -0.1
H -1.553783 2.441255 1.205871 -0.5 -0.5 2.1
H -2.141265 2.463946 -0.219336 0.2 0.5 0.5
O -1.346633 2.655365 0.330763 0.2 0.1 -2.4
H 4.456197 -1.976994 -0.207807 -0.5 0.3 -0.2
H 3.963275 -3.079991 -1.088729 -0.5 0.8 0.0
O 3.710908 -2.172139 -0.804068 0.8 -1.1 0.2
H 0.944690 3.848945 -1.477993 -0.9 -1.3 -0.2
H -0.046037 2.836311 -0.830125 -0.7 0.1 1.3
O 0.482663 2.975678 -1.610342 1.8 1.6 -0.6
H -0.389564 1.120956 -3.802698 -1.1 -0.7 2.3
H -0.228345 1.503813 -2.287354 -1.7 -1.4 -2.0
O -0.811746 0.890525 -2.896397 2.0 1.9 -0.3
```
Positions in Å, forces in eV/Å.

Properties
**HOMO level**: -11.8 eV
**2S+1**: 1
**Total charge**: +1

---

Number 1: LUMO level 2.666 eV. Number 2: LUMO level 0.257 eV. Number 3: LUMO level 0.149 eV. Number 4: LUMO level -2.533 eV.